A structure of composition C43H48N4O4P3RhS3 in a non-equilibrium geometry. Source: the Open Molecules 2025 dataset; level of theory: ωB97M-V/def2-TZVPD.

Atoms and positions in Å:
1 H -5.740 -8.719 21.209
2 H -8.607 -6.152 8.692
3 H -7.965 -7.851 8.458
4 C -8.263 -7.100 9.249
5 C -15.723 -7.985 18.491
6 C -9.731 -5.501 15.216
7 H -17.868 -9.841 12.602
8 C -9.344 -15.993 14.520
9 H -12.381 -9.767 13.384
10 H -16.678 -6.978 16.856
11 C -10.446 -15.961 15.328
12 O -10.156 -7.677 20.160
13 C -9.211 -5.993 21.600
14 C -10.718 -13.556 15.043
15 C -15.900 -11.845 15.266
16 H -11.122 -6.909 21.797
17 C -6.770 -9.571 19.572
18 C -14.524 -8.596 18.900
19 Rh -10.284 -9.982 15.642
20 C -9.834 -8.561 12.202
21 H -8.140 -14.719 13.154
22 H -14.872 -7.547 15.187
23 N -8.935 -8.110 11.329
24 H -7.629 -11.633 19.586
25 S -10.019 -9.646 18.178
26 H -9.609 -5.195 20.973
27 H -12.032 -14.822 16.206
28 H -5.814 -11.559 19.816
29 C -11.917 -4.857 14.440
30 H -6.945 -11.028 21.107
31 H -7.360 -6.867 9.833
32 H -19.075 -11.597 13.938
33 C -11.942 -12.547 17.384
34 C -11.556 -7.734 10.931
35 C -13.536 -12.473 19.216
36 N -11.137 -8.273 12.080
37 C -17.268 -12.057 15.048
38 S -8.067 -6.690 18.309
39 C -18.001 -11.377 14.100
40 C -10.204 -6.820 15.370
41 H -9.331 -12.642 13.624
42 H -9.553 -7.650 15.711
43 C -8.959 -14.779 13.890
44 C -9.635 -13.571 14.149
45 H -15.375 -12.435 16.035
46 H -14.476 -12.071 19.618
47 H -9.111 -5.611 22.601
48 H -10.735 -16.860 15.891
49 C -13.459 -8.769 18.038
50 H -13.596 -12.875 14.877
51 N -8.537 -11.072 15.938
52 C -6.797 -11.034 20.027
53 C -5.714 -8.699 20.103
54 P -12.224 -8.704 15.533
55 C -9.764 -8.283 22.502
56 H -15.443 -9.437 12.911
57 C -15.801 -7.524 17.168
58 C -11.060 -13.248 18.235
59 C -13.138 -9.572 14.123
60 C -10.094 -7.199 21.522
61 H -10.865 -14.338 20.069
62 H -10.255 -3.520 14.480
63 S -9.371 -9.702 13.518
64 C -10.720 -7.386 9.891
65 H -11.048 -6.993 8.957
66 C -9.351 -7.564 10.170
67 C -11.141 -14.782 15.564
68 C -13.027 -11.987 14.593
69 C -11.449 -13.608 19.505
70 O -8.060 -8.987 20.134
71 H -12.619 -7.635 10.881
72 P -11.482 -11.993 15.693
73 H -5.845 -7.674 19.730
74 C -15.199 -10.899 14.497
75 C -13.586 -8.378 16.693
76 H -10.332 -9.218 22.355
77 H -12.495 -9.236 18.295
78 C -17.290 -10.399 13.352
79 O -8.551 -12.091 16.627
80 H -4.704 -9.038 19.756
81 H -8.217 -6.180 21.196
82 H -13.867 -8.865 13.729
83 C -13.178 -12.170 17.878
84 C -12.659 -13.177 20.057
85 N -13.811 -10.781 14.581
86 H -8.729 -5.205 15.487
87 H -16.605 -7.944 19.112
88 H -12.939 -13.440 21.097
89 H -14.448 -9.021 19.892
90 H -12.656 -12.209 13.566
91 C -14.755 -7.778 16.252
92 H -8.727 -8.583 22.386
93 H -10.072 -13.492 17.831
94 H -8.757 -16.882 14.354
95 H -13.821 -11.524 17.270
96 C -15.935 -10.193 13.520
97 C -12.399 -6.133 14.571
98 H -12.565 -4.048 14.122
99 O -7.453 -10.538 15.577
100 P -9.031 -8.176 19.135
101 C -10.565 -4.528 14.677
102 C -11.523 -7.128 15.032
103 H -17.797 -12.758 15.716
104 H -9.938 -7.933 23.536
105 H -13.420 -6.384 14.196
106 H -6.799 -9.494 18.500

Values from the calculation:
**Highest occupied orbital energy (alpha / beta)**: -0.217 / -0.290 Eh
**LUMO (alpha / beta)**: 0.5 / -3.2 eV
**E**: -4516.392381 hartree
**M**: 976.910 u
**Energy above the lowest of the compared OMol25 structures with the same formula, charge and spin**: 0.0 kcal/mol
**2S+1**: 5
**Orbital gap (alpha / beta)**: 6.40 / 4.66 eV

Results of the Löwdin charge analysis, in e, for atoms 1 through 5: number 1, H, carries 0.10; number 2, H, carries 0.10; number 3, H, carries 0.10; number 4, C, carries -0.05; number 5, C, carries -0.06

---

A structure of composition C10H26ClHfINO3P2 in a non-equilibrium geometry. Source: the Open Molecules 2025 dataset; level of theory: ωB97M-V/def2-TZVPD.

Atoms and positions in Å:
1 C -1.679 -0.488 2.800
2 Hf 0.773 -0.495 -0.082
3 C -1.906 1.505 0.159
4 H 0.156 -2.690 4.071
5 H 1.283 -6.571 -0.839
6 P 0.067 -0.888 2.448
7 H 1.957 -4.236 -2.356
8 I 1.453 2.311 0.893
9 H 0.375 -4.678 -1.661
10 H -1.876 -0.670 3.864
11 H 2.729 2.105 -2.562
12 H -1.234 2.211 -2.218
13 H 0.440 -0.333 4.768
14 H -2.340 -1.128 2.204
15 P 0.717 0.763 -2.455
16 H 0.604 1.112 3.711
17 O 1.040 -2.420 -0.431
18 C 1.079 -0.243 -3.922
19 H 2.092 -0.653 -3.826
20 C -3.327 1.142 -0.036
21 H 2.487 -5.630 -0.033
22 C -0.921 1.427 -2.922
23 H 1.331 3.055 -2.017
24 N 2.008 -5.847 -0.944
25 C 1.436 -4.557 -1.451
26 H -0.852 1.853 -3.932
27 H 2.669 -6.233 -1.621
28 H 1.007 0.369 -4.831
29 H 0.352 -1.061 -3.986
30 H -0.750 -3.143 2.601
31 H -3.879 1.331 0.897
32 C 0.827 0.043 3.813
33 H 1.915 -0.072 3.793
34 C 1.664 2.295 -2.732
35 H -3.811 1.743 -0.821
36 C 1.664 -3.575 -0.341
37 H -1.657 0.613 -2.931
38 C 0.134 -2.618 2.978
39 H -3.425 0.076 -0.286
40 O -1.018 0.610 0.030
41 H 1.515 2.654 -3.759
42 H -1.899 0.566 2.581
43 O 2.418 -3.897 0.578
44 Cl -1.678 3.119 0.594
45 H 1.029 -3.094 2.563

Values from the calculation:
**Net charge**: +3
**Highest occupied orbital energy**: -0.643 Eh
**LUMO**: -11.1 eV
**E**: -2164.837589 hartree
**M**: 611.117 u
**Orbital gap**: 6.40 eV

Results of the natural (NBO) charge analysis, in e, for atoms 1 through 5: number 1, C, carries -0.91; number 2, Hf, carries 2.13; number 3, C, carries 0.60; number 4, H, carries 0.29; number 5, H, carries 0.46

---

A structure of composition C44H49CoN4OP2. Source: the Open Molecules 2025 dataset; level of theory: ωB97M-V/def2-TZVPD.

Atoms and positions in Å:
1 C 2.026 -0.569 3.898
2 H -1.237 3.266 -0.551
3 H 1.125 4.743 0.326
4 C 1.855 0.053 -3.951
5 C -1.862 1.368 0.656
6 C 2.154 -1.449 -5.838
7 H -4.033 -2.751 3.371
8 C 0.063 4.521 0.426
9 H -0.723 0.704 6.345
10 C 3.214 -1.017 3.077
11 H 0.185 3.397 -1.311
12 H 3.233 -1.787 -1.760
13 H -2.961 -4.862 -0.460
14 C -2.234 -1.860 2.636
15 H 0.393 -3.083 3.278
16 H 1.877 2.204 3.461
17 C 0.594 -0.510 -3.686
18 C -2.574 -1.598 -1.272
19 C -3.808 0.962 -4.561
20 H 2.299 3.525 -1.445
21 C 1.187 -3.136 1.265
22 C -2.470 2.926 -4.245
23 H 3.132 -0.826 2.014
24 C 0.711 -0.360 3.437
25 H 2.767 -1.811 -6.653
26 C 2.621 -0.445 -5.011
27 C 2.476 1.210 -3.283
28 H 3.373 -2.093 3.177
29 H -4.484 0.921 1.212
30 C -0.629 -2.856 -1.882
31 H 3.706 2.866 1.976
32 C 0.048 0.346 5.675
33 H 3.509 -4.149 -1.013
34 N 1.917 1.964 -2.430
35 H -0.249 2.594 3.083
36 C -1.793 0.828 -3.236
37 P 0.102 -0.464 1.697
38 C -2.914 0.222 -3.800
39 H -4.293 2.886 -5.376
40 H 2.886 1.734 -0.056
41 N 0.319 2.990 2.346
42 H 2.539 0.942 1.306
43 H -1.261 0.286 4.003
44 C 2.679 2.934 1.609
45 C -1.223 -4.008 -1.386
46 C 1.717 3.047 2.785
47 C 2.294 -0.343 5.252
48 H 0.368 -2.917 -2.297
49 C 2.673 -2.172 -0.916
50 H -2.281 3.976 -4.430
51 H -0.853 -1.917 -4.401
52 C -1.297 -1.633 -1.834
53 C 0.885 -1.959 -5.624
54 N -0.236 3.330 -0.391
55 H -2.330 2.288 1.038
56 C 1.041 -1.802 0.856
57 H -5.487 -0.973 2.429
58 C -0.248 0.112 4.345
59 C -0.271 4.250 1.887
60 N 2.307 1.777 0.777
61 C 2.821 -3.486 -0.505
62 H 0.482 -2.724 -6.274
63 H 3.302 -0.517 5.609
64 H 3.595 -0.010 -5.199
65 O 2.821 2.977 -2.040
66 C 1.790 -1.350 -0.237
67 H -0.586 -3.985 2.111
68 C -3.601 -1.931 2.811
69 C 2.077 -3.951 0.568
70 H 1.938 3.961 3.347
71 C -2.469 0.211 1.402
72 H -4.675 0.475 -4.988
73 H -0.685 -4.947 -1.435
74 H 1.584 0.262 7.177
75 C -1.585 2.186 -3.475
76 H 3.486 1.463 -3.608
77 H -1.609 -2.607 3.098
78 C -3.852 0.131 1.603
79 C 0.128 -1.490 -4.562
80 H -1.353 4.166 1.998
81 H -3.118 -0.663 -1.216
82 C -4.415 -0.929 2.286
83 Co 0.097 1.547 0.614
84 C -3.592 2.314 -4.782
85 P -0.497 -0.036 -2.255
86 H 0.910 -4.676 2.724
87 C 1.332 0.103 6.137
88 H -2.191 1.300 -0.392
89 C 0.435 -3.747 2.413
90 H -0.472 5.408 0.076
91 H 2.634 3.832 0.995
92 C -3.172 -2.750 -0.784
93 C -2.496 -3.960 -0.837
94 H -4.165 -2.695 -0.357
95 H 4.113 -0.521 3.445
96 C -1.666 -0.807 1.912
97 H 0.052 5.106 2.490
98 H 2.193 -4.980 0.888
99 H 1.675 -0.326 -0.569
100 H -0.688 2.657 -3.090
101 H -3.100 -0.833 -3.643

Values from the calculation:
**Net charge**: +1
**Highest occupied orbital energy (alpha / beta)**: -0.367 / -0.380 Eh
**LUMO (alpha / beta)**: -2.0 / -2.0 eV
**E**: -4065.612321 hartree
**M**: 770.784 u
**Energy above the lowest of the compared OMol25 structures with the same formula, charge and spin**: 0.8 kcal/mol
**2S+1**: 2
**Orbital gap (alpha / beta)**: 7.96 / 8.30 eV

Results of the Löwdin charge analysis, in e, for atoms 1 through 5: number 1, C, carries -0.26; number 2, H, carries 0.08; number 3, H, carries 0.09; number 4, C, carries -0.21; number 5, C, carries -0.21